ORCA calculation (the ωB97M-V functional and the def2-TZVPD basis) on C13H23BCdN6Si as an isolated structure.

Last column: natural (NBO) charge in e.
Positions of all 45 atoms, in Å:
H -3.065 -2.461 0.963  0.22
N -1.000 -2.501 0.392  -0.45
B 1.544 -3.240 0.154  0.59
N 0.027 -3.424 0.532  -0.31
C -0.510 -4.579 0.962  0.02
Cd -1.456 -1.078 -1.220  1.13
H 0.133 -5.443 1.001  0.23
C -1.867 -4.372 1.234  -0.36
H -2.556 -5.082 1.633  0.23
C -2.149 -3.048 0.880  -0.05
H 2.085 -4.309 0.099  -0.05
C 1.481 3.869 0.225  -0.85
H 1.645 4.492 -0.659  0.21
H 0.879 2.995 -0.062  0.22
H 2.456 3.537 0.597  0.22
N 2.383 -2.394 1.227  -0.37
N 1.553 -2.524 -1.230  -0.32
N 1.897 -1.075 1.343  -0.29
N 0.721 -1.499 -1.632  -0.43
C 3.451 -2.543 2.061  -0.02
C 2.311 -2.893 -2.278  0.01
H 4.015 -3.460 2.162  0.21
H 2.900 -3.790 -2.191  0.23
C 3.652 -1.327 2.725  -0.38
C 2.078 -2.002 -3.328  -0.36
C 2.636 -0.465 2.244  -0.05
C 1.079 -1.126 -2.890  -0.05
H 4.404 -1.069 3.450  0.22
H 2.553 -2.001 -4.285  0.23
H 2.445 0.567 2.544  0.20
H 0.618 -0.265 -3.377  0.22
H 0.987 4.450 0.963  0.21
C -3.810 -0.549 -2.434  -1.14
Si -2.810 0.937 -1.868  1.01
C -1.737 1.768 -3.139  -1.12
C -3.548 2.018 -0.551  -1.12
H -3.205 -1.249 -3.038  0.23
H -4.613 -0.125 -3.038  0.21
H -4.214 -1.107 -1.574  0.24
H -2.408 2.339 -3.801  0.22
H -1.026 2.456 -2.655  0.25
H -1.145 1.065 -3.746  0.24
H -4.456 2.495 -0.958  0.23
H -3.819 1.446 0.345  0.25
H -2.844 2.799 -0.234  0.25

Forces on atoms 1 to 3 (eV/Å):
0.40 -0.25 -0.17
0.02 -0.53 1.26
0.46 0.98 0.78

Calculated values
* max |F|: 3.4 eV/A
* Kohn-Sham gap: 7.7 eV
* electronic energy: -35913.00330 eV
* HOMO level: -7.43 eV
* multiplicity: 1
* energy relative to the best compared isomer or geometry (same formula, charge and spin): 0.0 kcal/mol

---

ORCA calculation (the ωB97M-V functional and the def2-TZVPD basis) on one molecule with the formula C13H23BN4O4.

Last column: natural (NBO) charge in e.
Positions of all 45 atoms, in Å:
O -0.696 1.570 -2.947  -0.61
N 1.499 -5.343 1.637  -0.26
O -1.550 5.530 0.601  -0.90
O -2.895 5.445 2.614  -0.90
O -1.601 0.013 -1.577  -0.70
B -2.231 4.803 1.569  1.13
C -0.564 0.840 -1.987  0.79
C 2.267 -4.437 1.069  -0.05
C 0.296 -4.289 0.049  0.16
C 1.550 -3.720 0.072  -0.17
N 0.324 -5.247 1.033  -0.33
N 1.180 -1.450 -0.711  -0.44
N 1.613 2.049 -1.649  -0.79
C -0.930 -3.968 -0.719  -0.65
C 2.101 -2.587 -0.680  -0.22
C -2.127 3.226 1.494  -0.77
C -0.809 2.808 0.919  -0.39
C 0.925 -0.760 0.585  -0.21
C -0.580 1.281 0.930  -0.40
C 1.475 -0.427 -1.751  -0.21
C 0.680 0.743 0.259  -0.22
C 0.788 0.872 -1.289  -0.01
H -1.513 6.488 0.763  0.48
H -2.922 6.395 2.646  0.49
H -2.354 0.162 -2.191  0.50
H 3.277 -4.192 1.336  0.20
H -0.471 -5.879 1.173  0.40
H 1.697 2.132 -2.647  0.37
H 1.043 2.846 -1.443  0.36
H -1.390 -3.024 -0.358  0.24
H -1.659 -4.792 -0.618  0.21
H -0.679 -3.869 -1.816  0.23
H 3.012 -2.251 -0.232  0.18
H 2.305 -2.892 -1.725  0.20
H -2.222 2.822 2.504  0.23
H -2.960 2.820 0.905  0.23
H -0.742 3.206 -0.099  0.20
H -0.001 3.308 1.485  0.20
H 0.033 -1.225 1.005  0.19
H 1.728 -0.971 1.283  0.19
H -0.611 0.961 2.002  0.20
H -1.417 0.766 0.463  0.22
H 2.558 -0.285 -1.913  0.19
H 1.029 -0.800 -2.696  0.20
H 1.541 1.321 0.653  0.23

Forces on atoms 1 to 3 (eV/Å):
-0.66 -0.58 0.26
0.61 -0.82 0.79
-0.20 0.23 0.41

Calculated values
* max |F|: 2.0 eV/A
* Kohn-Sham gap: 8.5 eV
* electronic energy: -28683.56703 eV
* HOMO level: -8.27 eV
* SMILES string: Cc1[nH]ncc1CN1C[C@H](CCCB(O)O)[C@](N)(C(=O)O)C1
* multiplicity: 1
* energy relative to the best compared isomer or geometry (same formula, charge and spin): 0.0 kcal/mol

---

ORCA calculation (the ωB97M-V functional and the def2-TZVPD basis) on one molecule with the formula C13H23BN4O4.

Last column: natural (NBO) charge in e.
Positions of all 45 atoms, in Å:
O -0.981 -1.219 2.274  -0.66
N 3.734 -2.434 -2.911  -0.26
O -0.946 1.133 3.953  -0.94
O -0.289 3.542 4.032  -0.89
O -3.004 -2.076 2.016  -0.66
B -0.327 2.319 3.431  1.14
C -1.942 -1.429 1.539  0.80
C 2.525 -2.269 -3.377  -0.05
C 2.823 -0.696 -1.811  0.15
C 1.890 -1.197 -2.665  -0.16
N 3.815 -1.665 -1.853  -0.33
N -0.127 -0.275 -1.468  -0.46
N -2.953 -1.664 -0.642  -0.82
C 2.726 0.376 -0.763  -0.64
C 0.521 -0.624 -2.780  -0.22
C 0.578 2.131 2.198  -0.81
C 0.027 1.320 1.077  -0.42
C -1.113 0.762 -1.509  -0.20
C -1.468 1.442 0.800  -0.41
C -0.508 -1.345 -0.554  -0.21
C -2.005 0.607 -0.258  -0.20
C -1.888 -0.959 0.046  0.02
H -0.866 0.300 3.427  0.52
H -0.674 3.575 4.914  0.50
H -2.697 -2.264 2.935  0.51
H 2.155 -2.855 -4.249  0.21
H 4.790 -1.487 -1.431  0.40
H -2.658 -2.629 -0.818  0.36
H -3.741 -1.676 -0.074  0.36
H 2.368 -0.081 0.178  0.24
H 3.760 0.678 -0.617  0.21
H 2.234 1.331 -1.067  0.24
H 0.503 0.308 -3.322  0.21
H -0.186 -1.207 -3.394  0.19
H 1.637 1.906 2.364  0.25
H 0.630 3.214 2.049  0.22
H 0.615 1.474 0.163  0.22
H 0.343 0.268 1.232  0.22
H -0.576 1.705 -1.587  0.19
H -1.674 0.634 -2.426  0.18
H -2.043 1.384 1.719  0.21
H -1.631 2.501 0.531  0.21
H 0.148 -1.518 0.277  0.20
H -0.526 -2.252 -1.164  0.19
H -3.003 0.910 -0.416  0.23

Forces on atoms 1 to 3 (eV/Å):
-1.00 -0.55 -0.13
0.09 -2.01 -0.36
-0.07 1.56 -0.02

Calculated values
* max |F|: 4.9 eV/A
* Kohn-Sham gap: 8.6 eV
* electronic energy: -28682.19852 eV
* HOMO level: -8.14 eV
* SMILES string: Cc1[nH]ncc1CN1C[C@H](CCCB(O)O)[C@](N)(C(=O)O)C1
* multiplicity: 1
* energy relative to the best compared isomer or geometry (same formula, charge and spin): 31.6 kcal/mol

---

ORCA calculation (the ωB97M-V functional and the def2-TZVPD basis) on a 3-piece molecular cluster, C13H23BNO8 overall.

Last column: natural (NBO) charge in e.
Positions of all 46 atoms, in Å:
C -2.999 2.500 1.171  -0.91
B -3.548 3.036 -0.276  0.63
O -3.897 4.468 -0.423  -0.74
C -3.554 4.768 -1.784  -0.09
C -2.111 4.090 -1.854  0.11
C -1.501 3.685 -3.259  -0.50
C -1.643 2.124 -3.379  0.20
N -2.666 1.554 -3.926  -0.67
O -2.400 2.852 -1.222  -0.74
H -3.661 2.783 2.047  0.18
H -2.802 1.389 1.191  0.19
H -2.002 2.993 1.372  0.18
H -4.535 2.450 -0.658  -0.17
H -4.267 4.190 -2.426  0.17
H -3.403 5.859 -2.006  0.15
H -1.462 4.841 -1.327  0.14
H -1.952 4.217 -4.133  0.20
H -0.405 3.907 -3.260  0.20
H -0.779 1.504 -2.982  0.16
H -2.484 0.543 -3.855  0.31
C -0.101 -1.903 0.118  -0.65
C 0.690 -1.585 -1.129  0.06
C 2.172 -1.778 -0.975  -0.09
O 2.696 -0.867 -1.938  -0.50
C 1.778 0.132 -2.073  0.97
O 1.984 1.150 -2.653  -0.57
O 0.608 -0.192 -1.453  -0.48
H -1.124 -1.533 0.027  0.25
H -0.125 -2.981 0.299  0.25
H 0.332 -1.413 0.994  0.20
H 0.294 -2.151 -1.980  0.18
H 2.491 -2.798 -1.192  0.20
H 2.545 -1.488 0.012  0.17
C 3.262 -2.749 4.731  -0.63
C 2.931 -3.841 3.739  0.06
C 3.676 -3.737 2.438  -0.10
O 2.786 -4.389 1.531  -0.49
C 1.531 -4.234 2.034  0.97
O 0.533 -4.484 1.440  -0.57
O 1.572 -3.748 3.302  -0.49
H 2.539 -2.742 5.548  0.23
H 4.262 -2.888 5.145  0.22
H 3.215 -1.764 4.261  0.22
H 3.066 -4.824 4.203  0.18
H 4.643 -4.238 2.462  0.20
H 3.816 -2.705 2.101  0.19

Forces on atoms 1 to 3 (eV/Å):
0.27 0.58 1.08
0.32 -0.42 0.26
0.48 1.42 -0.66

Calculated values
* max |F|: 2.1 eV/A
* total charge: -1
* Kohn-Sham gap: 5.3 eV
* electronic energy: -32401.92451 eV
* HOMO level: -3.53 eV
* multiplicity: 1

---

ORCA calculation (the ωB97M-V functional and the def2-TZVPD basis) on C13H23BeBr3Cl2OSi as an isolated structure.

Last column: natural (NBO) charge in e.
Positions of all 44 atoms, in Å:
C 3.132 1.953 1.854  -0.65
C 1.666 1.302 2.194  -0.45
C 0.452 1.837 1.175  -0.77
Br 0.980 3.551 0.279  0.17
Si -0.004 0.480 -0.173  1.82
C 1.623 -0.523 -0.437  -0.97
C 1.803 -1.210 -1.906  -0.46
C 0.483 -1.951 -2.521  -0.10
O -0.096 -3.016 -1.692  -0.58
C 0.862 -4.089 -1.391  -0.28
C -0.610 1.470 -1.709  -0.29
Cl 0.243 1.472 -3.396  0.15
C -1.833 2.368 -1.651  0.12
C -2.752 2.614 -0.319  -0.74
Cl -2.363 3.324 -3.194  0.05
C -1.301 -0.765 0.550  -0.82
Br -2.972 -0.940 -0.571  0.14
C -1.629 -0.514 2.167  -0.28
C -1.931 -2.046 2.768  -0.65
Br -3.329 0.518 2.481  0.05
H 3.985 1.360 2.425  0.26
H 3.390 1.923 0.714  0.21
H 3.154 3.078 2.237  0.24
H 1.689 0.126 2.275  0.23
H 1.383 1.684 3.290  0.25
H -0.469 2.039 1.908  0.27
H 2.606 0.123 -0.243  0.28
H 1.667 -1.390 0.375  0.27
H 2.679 -2.015 -1.799  0.25
H 2.246 -0.398 -2.660  0.23
H 0.835 -2.476 -3.534  0.21
H -0.397 -1.236 -2.831  0.19
H 1.465 -3.734 -0.424  0.17
H 0.229 -5.028 -1.061  0.23
H 1.576 -4.285 -2.297  0.20
H -2.173 2.646 0.696  0.29
H -3.695 1.887 -0.238  0.33
H -3.233 3.700 -0.448  0.29
H -0.805 -1.851 0.527  0.31
H -0.705 -0.128 2.773  0.25
H -1.961 -1.939 3.946  0.25
H -3.008 -2.348 2.417  0.25
H -1.089 -2.815 2.462  0.23
Be -1.795 5.241 -5.020  0.84

Forces on atoms 1 to 3 (eV/Å):
0.30 -0.13 0.42
0.18 0.78 0.99
-0.57 -0.97 2.22

Calculated values
* max |F|: 5.2 eV/A
* total charge: +2
* Kohn-Sham gap: 2.4 eV
* electronic energy: -259324.04926 eV
* HOMO level: -14.54 eV
* multiplicity: 1

---

ORCA calculation (the ωB97M-V functional and the def2-TZVPD basis) on C13H23CaFNSe2Si as an isolated structure.

Last column: natural (NBO) charge in e.
Positions of all 42 atoms, in Å:
Ca 1.279 -0.465 -0.164  1.73
C -2.303 -0.884 -0.415  -1.12
Si -1.393 -0.236 -1.929  1.79
C -2.593 0.563 -3.097  -1.14
C -0.623 -1.765 -2.709  -1.12
N -0.080 0.721 -1.369  -1.36
C 0.225 2.069 -1.426  0.10
C -0.510 3.077 -2.073  -0.25
C -0.108 4.404 -2.070  -0.18
C 1.050 4.814 -1.425  -0.24
C 1.820 3.861 -0.768  -0.28
C 1.370 2.571 -0.803  0.37
F 2.186 1.605 -0.126  -0.45
H -3.107 -1.581 -0.660  0.25
H -2.731 -0.060 0.163  0.24
H -1.631 -1.427 0.269  0.19
H -3.329 -0.189 -3.398  0.25
H -2.119 0.943 -4.003  0.25
H -3.139 1.383 -2.629  0.25
H -1.369 -2.518 -2.970  0.25
H 0.074 -2.292 -2.032  0.18
H -0.051 -1.521 -3.607  0.25
H -1.415 2.801 -2.594  0.22
H -0.717 5.134 -2.588  0.22
H 1.359 5.849 -1.428  0.23
H 2.735 4.106 -0.246  0.24
C -0.870 -0.746 3.468  -0.78
Se 0.575 0.215 2.605  0.24
C 2.108 -0.686 3.405  -0.58
C 2.189 -2.184 3.189  -0.56
Se 2.490 -2.778 1.342  0.20
C 0.891 -3.883 1.146  -0.78
H -0.781 -0.606 4.542  0.24
H -0.873 -1.801 3.210  0.22
H -1.789 -0.288 3.113  0.26
H 2.086 -0.472 4.474  0.25
H 2.983 -0.167 3.010  0.24
H 1.277 -2.686 3.510  0.23
H 3.009 -2.597 3.774  0.25
H 0.946 -4.701 1.858  0.25
H 0.891 -4.288 0.137  0.25
H -0.009 -3.296 1.314  0.22

Forces on atoms 1 to 3 (eV/Å):
0.18 -0.26 -0.07
-0.03 0.01 0.20
0.02 0.36 0.04

Calculated values
* max |F|: 0.4 eV/A
* total charge: +1
* Kohn-Sham gap: 7.1 eV
* electronic energy: -175067.76047 eV
* HOMO level: -10.17 eV
* multiplicity: 1
* energy relative to the best compared isomer or geometry (same formula, charge and spin): 0.0 kcal/mol